[1]
The following is a DFT calculation (ωB97M-V/def2-TZVPD) of an isolated molecule of C5H9NO2.

Output
Multiplicity ... 1
Structure (SMILES) ... CC(=O)N1C[C@@H]1CO
Orbital gap ... 10.69 eV
Relative energy (zero: lowest compared OMol25 entry of this formula, charge and spin) ... 41.1 kcal per mole

Atoms and positions in Å:
1 C -1.704 0.088 1.969
2 C -0.743 -0.733 1.140
3 O -0.412 -1.887 1.369
4 N -0.267 0.011 0.056
5 C 0.700 1.081 0.078
6 C 1.005 -0.249 -0.446
7 C 1.144 -0.468 -1.917
8 O 0.276 0.379 -2.633
9 H -1.961 -0.520 2.846
10 H -2.525 0.440 1.310
11 H -1.238 1.042 2.264
12 H 1.081 1.370 1.063
13 H 0.518 1.842 -0.678
14 H 1.625 -0.896 0.189
15 H 2.135 -0.171 -2.203
16 H 1.002 -1.568 -2.125
17 H -0.634 0.242 -2.281


[2]
The following is a DFT calculation (ωB97M-V/def2-TZVPD) of a cluster of 3 separate species, C3H8N2O2 in total.

Output
Multiplicity ... 1
Structure (SMILES) ... c1c[nH]cn1.O.O
Orbital gap ... 9.34 eV
Relative energy (zero: lowest compared OMol25 entry of this formula, charge and spin) ... 33.1 kcal per mole

Atoms and positions in Å:
1 C -0.846 -1.852 -1.071
2 C -1.385 -1.209 0.011
3 N -1.102 0.113 -0.102
4 C -0.389 0.248 -1.266
5 N -0.188 -0.916 -1.841
6 H -0.953 -2.880 -1.361
7 H -1.997 -1.684 0.769
8 H -1.410 0.824 0.525
9 H 0.259 1.060 -1.540
10 O 0.547 2.041 0.799
11 H 0.472 2.972 1.000
12 H 0.924 1.449 1.464
13 O 2.246 0.029 1.125
14 H 2.357 0.344 0.230
15 H 1.465 -0.539 1.258


[3]
The following is a DFT calculation (ωB97M-V/def2-TZVPD) of a structure of composition C9H15NO2S.

Output
Multiplicity ... 1
Orbital gap ... 8.61 eV
Relative energy (zero: lowest compared OMol25 entry of this formula, charge and spin) ... 137.5 kcal per mole

Atoms and positions in Å:
1 C 1.403 -0.108 0.725
2 C 0.172 -0.520 0.788
3 C 1.952 0.479 -0.550
4 C -0.912 -0.518 -0.221
5 C 1.059 0.367 -1.806
6 C -0.426 0.470 -1.349
7 C -0.703 1.921 -0.906
8 C -1.274 0.292 -2.630
9 C -0.602 -1.373 2.423
10 N 0.486 -2.000 3.136
11 O 0.795 -3.131 2.827
12 O 1.003 -1.385 4.053
13 S -1.335 -0.014 3.389
14 H 2.181 0.035 1.577
15 H 2.224 1.482 -0.321
16 H 2.759 -0.089 -0.901
17 H -0.871 -1.601 -0.624
18 H -1.990 -0.337 0.272
19 H 1.236 1.219 -2.437
20 H 1.258 -0.511 -2.427
21 H -1.751 2.078 -0.861
22 H -0.316 2.622 -1.541
23 H -0.263 1.997 0.109
24 H -0.650 0.599 -3.604
25 H -2.236 0.959 -2.602
26 H -1.472 -0.800 -2.879
27 H -1.344 -2.003 1.962
28 H -0.384 -0.128 4.401


[4]
The following is a DFT calculation (ωB97M-V/def2-TZVPD) of a structure of composition C13H25N2O3PSSi2Yb.

Output
Multiplicity ... 1
Charge ... +2
Orbital gap ... 3.09 eV

Atoms and positions in Å:
1 C 1.173 -2.182 2.507
2 P 1.004 -0.337 2.812
3 O 2.202 0.087 3.957
4 Si 1.563 0.788 0.983
5 C 2.593 -0.399 -0.121
6 C 3.204 0.313 -1.395
7 C 2.716 -0.393 -2.723
8 N 3.585 -1.237 -3.482
9 O 1.573 -0.272 -3.126
10 O 0.244 1.273 0.010
11 Si -0.938 2.216 0.798
12 S -1.433 3.804 -0.606
13 C -0.369 3.088 2.380
14 N 0.655 4.152 2.143
15 C -2.528 1.177 0.977
16 C -2.309 -0.378 0.853
17 C -2.300 -0.941 -0.620
18 C -2.612 -2.408 -0.847
19 C -2.562 -2.950 -2.198
20 C -2.239 -2.168 -3.371
21 C -1.941 -0.747 -3.164
22 C -1.985 -0.177 -1.798
23 H 0.353 -2.533 1.824
24 H 2.185 -2.459 2.119
25 H 1.027 -2.687 3.495
26 H 3.029 -0.318 3.635
27 H 2.369 1.963 1.341
28 H 1.844 -1.158 -0.507
29 H 3.343 -0.988 0.471
30 H 4.319 0.224 -1.338
31 H 2.937 1.396 -1.496
32 H 4.555 -1.159 -3.177
33 H 3.265 -2.205 -3.499
34 H -2.815 3.840 -0.609
35 H -1.276 3.645 2.770
36 H -0.077 2.390 3.220
37 H 1.184 4.343 2.991
38 H 1.253 3.926 1.353
39 H -3.078 1.347 1.947
40 H -3.262 1.469 0.173
41 H -1.398 -0.774 1.367
42 H -3.207 -0.856 1.383
43 H -2.850 -3.045 0.051
44 H -2.786 -4.030 -2.342
45 H -2.180 -2.562 -4.406
46 H -1.650 -0.062 -3.998
47 H -1.754 0.909 -1.724
48 Yb -4.626 -2.926 0.985


[5]
The following is a DFT calculation (ωB97M-V/def2-TZVPD) of a structure of composition C24H17N5NiO7.

Output
Multiplicity ... 3
Orbital gap (spin up / spin down) ... 6.69 / 6.44 eV
Relative energy (zero: lowest compared OMol25 entry of this formula, charge and spin) ... 2.2 kcal per mole

Atoms and positions in Å:
1 Ni 0.317 -0.011 0.734
2 C 2.678 -0.562 -1.764
3 C 2.801 -1.554 -0.656
4 C 3.792 -2.536 -0.701
5 C 3.889 -3.460 0.316
6 C 2.988 -3.390 1.366
7 C 2.026 -2.394 1.356
8 N 1.941 -1.492 0.363
9 C 1.021 -2.266 2.437
10 C 0.946 -3.129 3.522
11 C -0.040 -2.926 4.470
12 C -0.928 -1.877 4.318
13 C -0.803 -1.047 3.212
14 N 0.159 -1.253 2.308
15 C -1.704 0.097 2.942
16 C -2.739 0.430 3.800
17 C -3.554 1.503 3.482
18 C -3.308 2.199 2.320
19 C -2.250 1.816 1.492
20 C -1.996 2.550 0.219
21 N -1.464 0.785 1.812
22 H 3.479 -0.686 -2.489
23 H 2.710 0.451 -1.370
24 H 1.722 -0.696 -2.271
25 H 4.475 -2.556 -1.539
26 H 4.650 -4.228 0.296
27 H 3.042 -4.106 2.171
28 H 1.640 -3.948 3.629
29 H -0.117 -3.585 5.324
30 H -1.704 -1.713 5.049
31 H -2.917 -0.133 4.704
32 H -4.370 1.783 4.135
33 H -3.923 3.041 2.035
34 H -2.637 3.425 0.139
35 H -2.194 1.891 -0.627
36 H -0.955 2.861 0.165
37 O 1.945 3.288 -1.040
38 C 1.249 2.297 -0.878
39 O 1.192 1.619 0.216
40 C 0.387 1.826 -2.051
41 C 0.402 2.607 -3.189
42 C -0.353 2.271 -4.303
43 C -1.147 1.128 -4.294
44 C -1.161 0.359 -3.168
45 C -0.410 0.647 -1.993
46 O -0.509 -0.171 -1.007
47 N -1.988 -0.851 -3.102
48 O -1.501 -1.887 -3.514
49 O -3.092 -0.743 -2.605
50 N -0.333 3.103 -5.488
51 O 0.374 4.096 -5.481
52 O -1.018 2.761 -6.442
53 H 1.022 3.493 -3.191
54 H -1.731 0.872 -5.167


[6]
The following is a DFT calculation (ωB97M-V/def2-TZVPD) of a cluster of 2 separate species, C16H23F5NO3S in total.

Output
Multiplicity ... 1
Charge ... +1
Orbital gap ... 6.86 eV
Relative energy (zero: lowest compared OMol25 entry of this formula, charge and spin) ... 159.4 kcal per mole

Atoms and positions in Å:
1 C -2.498 -0.493 -2.992
2 C -2.582 0.166 -1.523
3 S -0.947 0.614 -0.779
4 O -1.267 0.839 0.868
5 C -1.367 2.309 1.024
6 C -0.037 2.934 1.671
7 C 0.466 2.092 2.960
8 O 1.018 3.101 0.676
9 C 0.290 -0.775 -0.870
10 F -0.181 -1.957 -1.496
11 F 0.580 -1.146 0.501
12 C 1.692 -0.248 -1.455
13 C 2.972 -1.127 -1.178
14 C 4.332 -0.599 -1.700
15 C 4.531 0.730 -2.489
16 C 3.256 1.576 -2.776
17 C 3.309 2.978 -3.569
18 F 3.618 2.813 -4.943
19 F 2.063 3.686 -3.458
20 F 4.308 3.849 -3.025
21 C 1.874 1.067 -2.243
22 H -1.407 -0.628 -3.341
23 H -2.942 -1.556 -2.893
24 H -3.143 0.059 -3.764
25 H -3.238 -0.461 -0.806
26 H -3.163 1.161 -1.647
27 H -1.454 2.763 -0.039
28 H -2.325 2.615 1.575
29 H -0.315 3.984 2.042
30 H -0.419 1.992 3.672
31 H 0.868 1.104 2.556
32 H 1.326 2.696 3.436
33 H 0.668 3.534 -0.132
34 H 2.931 -2.126 -0.614
35 H 5.289 -1.215 -1.515
36 H 5.559 1.094 -2.858
37 H 0.976 1.732 -2.459
38 C -1.936 -2.521 1.461
39 C -2.824 -3.570 2.077
40 O -3.759 -4.072 1.469
41 N -2.553 -3.954 3.355
42 C -1.499 -3.479 4.227
43 H -2.268 -2.315 0.443
44 H -1.994 -1.597 2.041
45 H -0.905 -2.879 1.424
46 H -3.186 -4.660 3.706
47 H -0.878 -4.331 4.511
48 H -1.959 -3.056 5.123
49 H -0.878 -2.723 3.750


[7]
The following is a DFT calculation (ωB97M-V/def2-TZVPD) of a cluster of 2 separate species, C6H9N2O2 in total.

Output
Multiplicity ... 1
Charge ... -1
Orbital gap ... 6.70 eV
Relative energy (zero: lowest compared OMol25 entry of this formula, charge and spin) ... 73.2 kcal per mole

Atoms and positions in Å:
1 C 0.492 0.465 0.751
2 C -0.905 0.724 1.083
3 C -2.838 0.179 1.927
4 C -1.764 1.849 0.837
5 N -1.635 -0.251 1.830
6 N -3.083 1.303 1.125
7 H -3.570 -0.526 2.417
8 H 1.074 1.449 1.078
9 H 0.707 0.064 -0.262
10 H -3.882 1.846 1.248
11 H -1.423 2.758 0.530
12 H 0.907 -0.424 1.167
13 C 2.512 -1.450 -1.345
14 C 1.863 -0.960 -2.722
15 O 0.589 -1.131 -2.770
16 O 2.748 -0.757 -3.519
17 H 3.438 -1.022 -1.160
18 H 2.921 -2.433 -1.661
19 H 1.849 -1.682 -0.555


[8]
The following is a DFT calculation (ωB97M-V/def2-TZVPD) of the ion C5H13N2 with charge +2.

Output
Multiplicity ... 2
Charge ... +2
Orbital gap (spin up / spin down) ... 10.74 / 6.57 eV
Relative energy (zero: lowest compared OMol25 entry of this formula, charge and spin) ... 94.9 kcal per mole

Atoms and positions in Å:
1 C -0.460 0.404 2.119
2 C 1.018 0.177 1.942
3 C 1.391 -0.404 0.476
4 C 0.347 0.012 -0.600
5 C -0.365 -0.942 -1.267
6 N -1.652 -0.755 -2.001
7 N 0.159 1.377 -0.685
8 H -0.555 0.883 3.189
9 H -1.142 -0.392 2.100
10 H -1.013 1.131 1.424
11 H 1.631 1.019 2.214
12 H 1.340 -0.510 2.713
13 H 1.553 -1.573 0.250
14 H 2.450 -0.114 0.048
15 H -0.034 -2.037 -1.333
16 H -2.267 -1.296 -1.526
17 H -1.758 0.278 -1.872
18 H -1.671 -1.014 -3.127
19 H -0.146 1.846 -1.488
20 H 0.478 1.945 0.191


For the records above, the corresponding total energy values read -10914.79542, -10315.51786, -25990.59617, -90402.24680, -87987.58496, -49006.38809, -13442.58721, -8354.30466 eV.